Molecular formula: C78H93N9O15
Method: DFT, ωB97M-V/def2-TZVPD

Calculated values
- multiplicity = 2
- LUMO (spin up / spin down) (eV) = 0.40 / 0.40
- orbital gap (spin up / spin down) (eV) = 2.59 / 6.12
- <S²> = 0.7663
- charge = -1

Each line ends with the Löwdin charge.
Atoms and positions in Å:
1 C 5.488 -1.793 6.784  -0.075
2 C 5.106 -1.897 5.290  -0.405
3 C 3.552 -2.070 5.021  -0.184
4 O 2.896 -0.928 5.558  -0.211
5 C 1.545 -0.930 5.259  -0.110
6 N 5.491 -0.688 4.613  0.054
7 H 4.931 -1.063 7.370  0.069
8 H 6.525 -1.510 6.965  0.065
9 H 5.425 -2.724 7.347  0.063
10 H 5.552 -2.834 4.956  0.122
11 H 3.274 -2.986 5.542  0.117
12 H 3.361 -2.332 3.980  0.109
13 H 1.457 -0.799 4.181  0.091
14 H 1.139 -0.081 5.809  0.093
15 H 1.161 -1.784 5.816  0.087
16 H 4.713 -0.106 4.888  0.054
17 H 5.426 -0.804 3.612  0.021
18 C 5.469 -3.558 1.441  -0.063
19 C 4.843 -2.565 0.474  -0.418
20 C 5.512 -1.140 0.598  -0.149
21 O 5.235 -0.519 1.858  -0.209
22 C 3.931 0.084 1.908  -0.074
23 N 4.947 -3.143 -0.882  0.045
24 H 5.382 -3.180 2.460  0.059
25 H 6.535 -3.669 1.243  0.076
26 H 5.041 -4.554 1.326  0.075
27 H 3.803 -2.487 0.789  0.103
28 H 5.134 -0.527 -0.220  0.081
29 H 6.581 -1.267 0.427  0.124
30 H 3.794 0.835 1.130  0.076
31 H 3.708 0.606 2.838  0.080
32 H 3.122 -0.619 1.711  0.070
33 H 4.795 -4.140 -0.941  0.064
34 H 4.251 -2.611 -1.386  0.006
35 C 3.815 -1.295 -3.909  -0.031
36 C 2.507 -1.047 -3.137  -0.403
37 C 1.400 -2.069 -3.365  -0.158
38 O 0.756 -1.656 -4.614  -0.192
39 C -0.611 -2.162 -4.723  -0.108
40 N 2.782 -1.042 -1.698  0.063
41 H 3.533 -1.642 -4.903  0.079
42 H 4.389 -2.044 -3.364  0.064
43 H 4.358 -0.353 -3.975  0.049
44 H 2.109 -0.058 -3.363  0.114
45 H 0.667 -2.150 -2.562  0.112
46 H 1.720 -3.107 -3.463  0.126
47 H -1.016 -1.737 -5.642  0.075
48 H -1.332 -1.897 -3.949  0.061
49 H -0.744 -3.227 -4.909  0.078
50 H 3.376 -0.258 -1.467  0.023
51 H 1.923 -0.919 -1.182  0.057
52 C -0.610 -0.614 0.826  -0.061
53 C -1.384 -0.661 -0.279  -0.080
54 C -1.040 0.070 -1.428  -0.068
55 C -0.019 1.054 -1.316  -0.110
56 C 0.797 1.051 -0.230  -0.122
57 C 0.511 0.191 0.797  -0.093
58 H -0.832 -1.147 1.739  0.101
59 H -2.275 -1.272 -0.268  0.084
60 H -1.734 0.090 -2.255  0.085
61 H 0.178 1.734 -2.132  0.084
62 H 1.639 1.727 -0.267  0.091
63 H 1.088 0.259 1.707  0.080
64 C -2.330 3.584 -4.560  -0.142
65 C -2.243 2.234 -4.731  -0.067
66 C -3.448 1.481 -4.912  -0.075
67 C -4.642 2.117 -5.013  -0.097
68 C -4.684 3.520 -4.920  -0.068
69 C -3.505 4.247 -4.666  -0.102
70 H -1.436 4.167 -4.392  0.094
71 H -1.278 1.764 -4.613  0.089
72 H -3.400 0.403 -4.868  0.083
73 H -5.578 1.586 -5.110  0.092
74 H -5.664 3.969 -4.852  0.096
75 H -3.541 5.317 -4.523  0.103
76 C -0.792 6.917 -0.667  -0.110
77 C 0.587 7.024 -0.595  -0.080
78 C 1.341 5.837 -0.859  -0.073
79 C 0.658 4.663 -1.208  -0.108
80 C -0.685 4.668 -1.459  -0.102
81 C -1.434 5.791 -1.164  -0.083
82 H -1.391 7.783 -0.428  0.096
83 H 1.064 7.883 -0.147  0.095
84 H 2.418 5.836 -0.776  0.092
85 H 1.309 3.813 -1.356  0.077
86 H -1.219 3.781 -1.765  0.081
87 H -2.499 5.837 -1.337  0.092
88 C -4.302 3.378 -0.865  -0.103
89 C -5.644 3.592 -0.631  -0.115
90 C -6.343 2.895 0.405  -0.071
91 C -5.630 1.972 1.240  -0.057
92 C -4.280 1.667 0.909  -0.073
93 C -3.638 2.329 -0.147  -0.064
94 H -3.857 3.945 -1.669  0.067
95 H -6.108 4.410 -1.162  0.085
96 H -7.372 3.098 0.660  0.084
97 H -6.091 1.387 2.022  0.088
98 H -3.743 0.999 1.565  0.084
99 H -2.601 2.173 -0.405  0.070
100 C 1.634 2.481 4.079  -0.079
101 C 2.448 3.600 3.793  -0.112
102 C 1.996 4.575 2.973  -0.120
103 C 0.721 4.515 2.436  -0.083
104 C -0.145 3.444 2.738  -0.064
105 C 0.351 2.383 3.503  -0.081
106 H 2.165 1.768 4.693  0.078
107 H 3.402 3.649 4.295  0.100
108 H 2.610 5.458 2.877  0.099
109 H 0.303 5.339 1.878  0.086
110 H -1.094 3.369 2.229  0.100
111 H -0.311 1.548 3.677  0.101
112 C -5.398 -2.084 -5.720  -0.114
113 C -6.580 -1.489 -5.349  -0.069
114 C -6.725 -1.056 -4.009  -0.002
115 C -5.758 -1.358 -3.003  -0.089
116 C -4.599 -2.019 -3.433  0.007
117 C -4.478 -2.414 -4.791  -0.084
118 N -5.877 -0.951 -1.529  -0.297
119 O -5.060 -1.379 -0.722  0.067
120 O -6.825 -0.248 -1.226  0.073
121 H -5.268 -2.355 -6.758  0.110
122 H -7.373 -1.430 -6.079  0.104
123 H -7.611 -0.562 -3.636  0.106
124 H -3.790 -2.102 -2.722  0.105
125 H -3.652 -3.040 -5.094  0.103
126 C -0.833 -5.270 5.902  -0.081
127 C -0.741 -3.959 5.391  -0.037
128 C -0.100 -3.763 4.170  -0.016
129 C 0.456 -4.831 3.454  -0.156
130 C 0.358 -6.118 3.951  0.005
131 C -0.269 -6.261 5.203  -0.107
132 N 1.204 -4.583 2.208  -0.319
133 O 1.478 -3.400 1.944  0.042
134 O 1.437 -5.528 1.471  0.070
135 H -1.370 -5.445 6.823  0.108
136 H -1.173 -3.116 5.911  0.101
137 H -0.136 -2.772 3.740  0.105
138 H 0.731 -7.016 3.482  0.114
139 H -0.360 -7.258 5.609  0.100
140 C 2.303 2.399 -5.227  -0.040
141 C 2.048 3.530 -4.459  -0.053
142 C 3.032 4.476 -4.280  -0.016
143 C 4.302 4.261 -4.739  -0.134
144 C 4.568 3.082 -5.482  -0.016
145 C 3.611 2.159 -5.604  -0.097
146 N 5.352 5.272 -4.490  -0.322
147 O 6.445 5.111 -4.977  0.079
148 O 5.022 6.303 -3.835  0.035
149 H 1.479 1.702 -5.273  0.105
150 H 1.099 3.621 -3.952  0.090
151 H 2.820 5.384 -3.734  0.118
152 H 5.500 2.928 -6.006  0.121
153 H 3.924 1.235 -6.067  0.112
154 C 8.829 2.163 -2.272  -0.058
155 C 7.931 1.120 -2.562  -0.056
156 C 6.565 1.263 -2.282  0.007
157 C 6.095 2.440 -1.647  -0.139
158 C 6.964 3.471 -1.352  0.004
159 C 8.340 3.389 -1.740  -0.033
160 N 4.640 2.517 -1.418  -0.280
161 O 3.935 1.507 -1.588  0.016
162 O 4.184 3.624 -1.148  0.082
163 H 9.863 2.051 -2.564  0.099
164 H 8.291 0.232 -3.060  0.105
165 H 5.879 0.441 -2.422  0.093
166 H 6.555 4.394 -0.969  0.115
167 H 9.017 4.212 -1.562  0.100
168 C -6.860 -5.004 2.321  -0.060
169 C -5.796 -5.056 3.257  -0.067
170 C -4.551 -4.746 2.837  -0.002
171 C -4.304 -4.456 1.475  -0.125
172 C -5.352 -4.483 0.605  -0.039
173 C -6.629 -4.686 1.013  -0.086
174 N -2.990 -4.072 0.937  -0.303
175 O -2.879 -3.674 -0.242  0.026
176 O -2.067 -4.100 1.711  0.091
177 H -7.733 -5.459 2.767  0.106
178 H -5.928 -5.374 4.280  0.113
179 H -3.693 -4.898 3.476  0.119
180 H -5.164 -4.308 -0.444  0.114
181 H -7.474 -4.713 0.342  0.111
182 C -7.964 -1.789 2.946  -0.146
183 C -7.583 -2.069 4.262  -0.111
184 C -6.239 -2.064 4.620  -0.065
185 C -5.266 -1.629 3.739  -0.183
186 C -5.710 -1.318 2.423  -0.041
187 C -7.028 -1.427 2.011  -0.122
188 N -3.908 -1.426 4.138  -0.445
189 O -3.151 -0.927 3.329  -0.080
190 O -3.562 -1.891 5.279  -0.126
191 H -8.997 -1.829 2.633  0.083
192 H -8.328 -2.353 4.991  0.087
193 H -5.994 -2.633 5.505  0.098
194 H -4.937 -1.042 1.720  0.072
195 H -7.353 -1.283 0.991  0.083

=====

Molecular formula: C2H4N2S3
Method: DFT, ωB97M-V/def2-TZVPD

Calculated values
- LUMO (eV) = 0.29
- relative energy (zero: lowest compared OMol25 entry of this formula, charge and spin) (eV) = 1.8183
- orbital gap (eV) = 8.75
- charge = 0

Each line ends with the Löwdin charge.
Atoms and positions in Å:
1 C -1.021 -0.057 0.503  -0.938
2 C 0.995 0.219 -0.923  -0.539
3 N -1.392 0.963 -0.297  -0.374
4 N 0.350 -0.662 -0.019  -0.565
5 S -1.803 -0.585 1.805  0.663
6 S -0.380 1.357 -1.619  0.864
7 S 1.466 -1.575 0.936  0.777
8 H 1.813 0.960 -0.532  0.090
9 H 1.678 -0.343 -1.624  0.088
10 H -2.405 1.211 -0.240  0.124
11 H 0.699 -1.488 2.010  -0.189

=====

Molecular formula: C33H46BrN8O3P
Method: DFT, ωB97M-V/def2-TZVPD

Calculated values
- LUMO (eV) = -0.44
- orbital gap (eV) = 7.78
- charge = 0

Each line ends with the Löwdin charge.
Atoms and positions in Å:
1 C 4.056 4.698 3.143  -0.108
2 C 4.331 4.180 1.647  -0.274
3 C 4.234 2.593 1.465  -0.663
4 Br 5.394 2.147 -0.129  0.646
5 N 2.867 2.095 1.098  -0.002
6 C 1.958 2.065 2.260  -0.495
7 O 2.300 1.739 3.425  0.067
8 O 0.577 2.369 2.074  -0.267
9 P 0.278 4.068 2.091  0.928
10 C -1.544 4.218 1.486  -0.246
11 O 1.168 4.908 0.885  -0.344
12 H 5.068 4.761 3.691  0.085
13 H 3.410 3.991 3.760  0.059
14 H 3.530 5.723 3.169  0.087
15 H 3.668 4.651 0.850  0.093
16 H 5.411 4.478 1.375  0.094
17 H 4.708 2.004 2.333  0.114
18 H 3.019 1.088 0.869  0.100
19 H -2.298 3.895 2.272  0.042
20 H -1.596 3.604 0.515  0.041
21 H -1.668 5.333 1.214  0.039
22 H 1.361 4.319 0.117  0.067
23 N 3.285 -1.040 2.756  0.013
24 C 2.998 -2.164 3.482  -0.134
25 C 4.093 -2.993 3.431  -0.122
26 C 5.079 -2.341 2.650  -0.102
27 C 4.554 -1.137 2.249  -0.135
28 H 2.661 -0.264 2.619  0.095
29 H 2.042 -2.278 3.969  0.111
30 H 4.175 -3.960 3.905  0.094
31 H 6.064 -2.712 2.409  0.094
32 H 4.974 -0.343 1.646  0.071
33 N -2.488 0.991 -0.816  -0.009
34 C -2.100 0.376 -1.977  -0.126
35 C -3.120 0.508 -2.886  -0.110
36 C -4.159 1.234 -2.254  -0.107
37 C -3.740 1.521 -0.979  -0.160
38 H -1.938 1.047 0.027  0.128
39 H -1.136 -0.102 -2.054  0.109
40 H -3.117 0.125 -3.896  0.082
41 H -5.109 1.517 -2.684  0.092
42 H -4.224 2.054 -0.175  0.105
43 N 2.066 -5.854 2.146  0.007
44 C 2.270 -6.747 1.129  -0.138
45 C 1.870 -7.986 1.565  -0.110
46 C 1.401 -7.834 2.894  -0.115
47 C 1.531 -6.507 3.224  -0.145
48 H 2.276 -4.868 2.108  0.124
49 H 2.683 -6.425 0.186  0.078
50 H 1.908 -8.900 0.992  0.091
51 H 1.010 -8.609 3.536  0.090
52 H 1.292 -5.973 4.131  0.104
53 N -0.286 7.435 -0.723  0.004
54 C 0.290 8.642 -1.012  -0.139
55 C -0.714 9.531 -1.308  -0.113
56 C -1.943 8.835 -1.189  -0.113
57 C -1.647 7.545 -0.824  -0.153
58 H 0.215 6.595 -0.474  0.106
59 H 1.362 8.765 -0.983  0.106
60 H -0.580 10.568 -1.580  0.091
61 H -2.933 9.235 -1.351  0.091
62 H -2.287 6.697 -0.629  0.094
63 N 4.184 -6.216 -2.466  -0.001
64 C 4.558 -6.801 -3.646  -0.143
65 C 3.520 -6.663 -4.535  -0.115
66 C 2.483 -5.964 -3.868  -0.112
67 C 2.922 -5.699 -2.594  -0.155
68 H 4.749 -6.172 -1.634  0.143
69 H 5.527 -7.265 -3.751  0.105
70 H 3.508 -7.024 -5.552  0.090
71 H 1.522 -5.686 -4.275  0.091
72 H 2.447 -5.190 -1.770  0.096
73 N -5.580 -1.011 -5.336  0.004
74 C -6.759 -1.708 -5.305  -0.141
75 C -6.781 -2.551 -6.389  -0.116
76 C -5.568 -2.361 -7.096  -0.116
77 C -4.846 -1.407 -6.422  -0.146
78 H -5.297 -0.317 -4.664  0.117
79 H -7.478 -1.542 -4.518  0.105
80 H -7.581 -3.230 -6.643  0.090
81 H -5.258 -2.866 -7.999  0.090
82 H -3.876 -0.977 -6.621  0.103
83 N -4.269 0.867 3.158  0.001
84 C -4.058 -0.050 2.162  -0.140
85 C -4.483 -1.274 2.617  -0.102
86 C -4.975 -1.088 3.933  -0.110
87 C -4.833 0.242 4.239  -0.141
88 H -4.046 1.847 3.104  0.132
89 H -3.623 0.246 1.222  0.067
90 H -4.446 -2.200 2.063  0.094
91 H -5.388 -1.845 4.583  0.092
92 H -5.083 0.797 5.131  0.106

=====

Molecular formula: C30H45Br2IrN6O3P
Method: DFT, ωB97M-V/def2-TZVPD

Calculated values
- multiplicity = 2
- LUMO (spin up / spin down) (eV) = -5.99 / -5.99
- relative energy (zero: lowest compared OMol25 entry of this formula, charge and spin) (eV) = 0.0000
- orbital gap (spin up / spin down) (eV) = 7.07 / 7.03
- <S²> = 0.7540
- charge = +2

Each line ends with the Löwdin charge.
Atoms and positions in Å:
1 Ir -0.008 -0.034 -0.164  1.099
2 C 0.671 -0.378 4.082  -0.002
3 C 0.782 -0.548 2.696  -0.120
4 N -0.031 0.062 1.853  -0.096
5 C -0.971 0.911 2.347  -0.162
6 C -1.169 1.118 3.709  -0.116
7 C -0.310 0.434 4.592  0.042
8 C -2.214 2.014 4.123  0.017
9 C -2.980 2.659 3.215  0.017
10 C -2.762 2.484 1.805  -0.118
11 C -3.501 3.134 0.801  0.042
12 C -3.197 2.901 -0.518  -0.003
13 C -2.154 2.032 -0.846  -0.097
14 N -1.440 1.414 0.083  -0.111
15 C -1.752 1.618 1.390  -0.170
16 H 1.358 -0.901 4.730  0.127
17 H 1.529 -1.191 2.255  0.096
18 H -0.419 0.566 5.661  0.136
19 H -2.374 2.165 5.183  0.131
20 H -3.764 3.331 3.536  0.131
21 H -4.299 3.813 1.072  0.137
22 H -3.747 3.385 -1.312  0.124
23 H -1.883 1.829 -1.873  0.112
24 Br 3.711 -0.002 0.016  0.644
25 C 3.398 1.875 -0.047  -0.970
26 Br 1.491 2.257 -0.211  0.711
27 H 3.878 2.294 -0.922  0.013
28 H 3.740 2.338 0.869  0.016
29 N 0.120 -0.057 -2.190  0.007
30 C 0.221 -0.018 -3.341  -0.201
31 N 0.387 -0.017 -4.631  -0.059
32 C 0.973 1.149 -5.322  -0.080
33 C -0.130 1.885 -6.065  -0.177
34 O -0.823 1.006 -6.925  -0.104
35 C -1.460 -0.038 -6.219  -0.176
36 C -0.435 -0.892 -5.494  -0.082
37 H 1.717 0.771 -6.024  0.141
38 H 1.468 1.787 -4.591  0.134
39 H 0.291 2.673 -6.685  0.140
40 H -0.828 2.338 -5.346  0.129
41 H -2.004 -0.633 -6.951  0.140
42 H -2.180 0.377 -5.499  0.131
43 H 0.238 -1.366 -6.209  0.143
44 H -0.900 -1.663 -4.882  0.118
45 C -1.084 -5.602 1.639  -0.062
46 C -0.402 -4.234 1.513  -0.611
47 C 1.093 -4.383 1.816  -0.071
48 C -1.047 -3.321 2.565  -0.075
49 P -0.593 -3.388 -0.140  0.929
50 N -0.110 -1.865 -0.152  -0.380
51 C 0.458 -4.185 -1.474  -0.600
52 C 0.507 -5.715 -1.446  -0.061
53 C -0.147 -3.728 -2.808  -0.085
54 C 1.896 -3.644 -1.396  -0.080
55 C -2.360 -3.562 -0.567  -0.285
56 C -2.883 -4.879 -1.042  -0.053
57 C -4.030 -2.057 0.452  -0.447
58 C -3.185 -1.581 -1.801  -0.042
59 H -0.872 -5.989 2.638  0.103
60 H -0.730 -6.342 0.925  0.074
61 H -2.168 -5.527 1.553  0.076
62 H 1.214 -4.663 2.864  0.099
63 H 1.644 -3.457 1.646  0.067
64 H 1.555 -5.165 1.217  0.071
65 H -0.796 -3.705 3.556  0.103
66 H -2.131 -3.314 2.481  0.066
67 H -0.713 -2.290 2.489  0.037
68 H -0.465 -6.176 -1.610  0.074
69 H 0.934 -6.103 -0.524  0.068
70 H 1.159 -6.044 -2.258  0.102
71 H -1.162 -4.101 -2.954  0.067
72 H 0.469 -4.124 -3.618  0.101
73 H -0.152 -2.642 -2.877  0.043
74 H 2.475 -4.122 -0.610  0.076
75 H 1.921 -2.564 -1.253  0.036
76 H 2.388 -3.868 -2.345  0.096
77 H -2.277 -5.735 -0.760  0.056
78 H -2.959 -4.875 -2.138  0.095
79 H -3.903 -5.017 -0.676  0.101
80 H -3.942 -3.785 1.334  0.076
81 H -4.864 -1.456 0.084  0.161
82 H -3.701 -1.179 2.140  0.107
83 H -2.984 -2.146 -2.714  0.089
84 H -2.413 -0.822 -1.675  0.033
85 H -4.150 -1.089 -1.930  0.100
86 O -4.597 -3.094 1.183  0.053
87 N -3.281 -2.497 -0.678  -0.138
88 O -3.216 -1.247 1.307  -0.004

=====

Molecular formula: C4H4AlCl2GdO4
Method: DFT, ωB97M-V/def2-TZVPD

Calculated values
- multiplicity = 8
- LUMO (spin up / spin down) (eV) = -17.36 / -19.40
- relative energy (zero: lowest compared OMol25 entry of this formula, charge and spin) (eV) = 0.0000
- orbital gap (spin up / spin down) (eV) = 7.51 / 5.48
- <S²> = 16.0710
- charge = +4

Each line ends with the Löwdin charge.
Atoms and positions in Å:
1 Al 1.606 -2.748 -3.295  0.372
2 Gd 0.673 0.593 0.323  1.664
3 Cl 2.593 -1.058 -4.000  0.526
4 Cl -0.359 -1.588 -0.247  0.070
5 C -0.314 -0.362 2.548  -0.042
6 C -0.094 -3.409 -4.305  0.169
7 C 2.759 -4.165 -2.300  0.166
8 O -0.734 -0.969 3.430  0.225
9 O -1.139 -3.518 -4.801  0.345
10 O 3.450 -4.812 -1.620  0.341
11 C -1.141 3.621 1.212  0.013
12 O -0.206 2.671 0.681  -0.318
13 H -1.270 4.380 0.470  0.120
14 H -0.823 4.031 2.152  0.123
15 H -2.018 3.029 1.386  0.112
16 H 0.614 3.153 0.449  0.115

=====

Question: The lowest charge belongs to which entry?
Answer: C78H93N9O15

=====

Question: What is the formula in the fifth record?
Answer: C4H4AlCl2GdO4